DFT (ωB97M-V/def2-TZVPD) results for 2 unconnected molecules or ions with the total composition C3H11NOS.

## Properties
Total charge: -1
Energy relative to the best compared isomer or geometry (same formula, charge and spin): 97.83 kJ/mol
Largest force on an atom: 2.81 eV Å⁻¹
Electronic energy: -17660.3083 eV
HOMO energy (spin up / spin down): 0.9 / -5.3 eV
2S+1: 2
HOMO-LUMO gap (spin up / spin down): 2.40 / 8.54 eV
⟨S²⟩: 0.75

The geometry in XYZ format:
```
17
Properties=species:S:1:pos:R:3:lowdin_spin:R:1
C -0.288 1.645 -1.498 0.004
C -0.272 0.850 -0.188 0.030
C -1.434 -0.227 -0.299 0.074
S -2.041 -0.707 1.385 0.462
N 0.993 0.427 0.314 0.026
H 0.347 2.492 -1.721 0.001
H -0.006 0.809 -2.188 0.001
H -1.334 1.829 -1.720 0.001
H -0.696 1.466 0.617 0.005
H -1.105 -1.084 -0.895 0.018
H -2.234 0.220 -0.868 0.006
H -1.161 -1.522 2.062 0.130
H 1.014 -0.061 1.186 0.024
H 1.817 0.632 -0.203 0.008
H 2.322 -3.014 1.549 0.045
H 1.684 -1.687 0.971 0.026
O 2.392 -2.068 1.495 0.138
```

***

DFT (ωB97M-V/def2-TZVPD) results for 8 unconnected molecules or ions with the total composition C31H61Br14NO3PS.

## Properties
Total charge: +1
Largest force on an atom: 1.81 eV Å⁻¹
Electronic energy: -1041480.7134 eV
HOMO energy: -10.9 eV
HOMO-LUMO gap: 7.72 eV

The geometry in XYZ format:
```
112
Properties=species:S:1:pos:R:3:mulliken_charge:R:1
C -0.538 3.643 2.202 -0.263
C -0.869 2.704 1.293 -0.031
C -0.270 2.799 -0.063 0.610
O -0.997 2.691 -1.036 -0.452
O 1.081 3.034 -0.192 -0.377
C 1.800 1.800 -0.241 0.609
C 2.123 1.408 -1.663 -0.888
C 2.885 0.087 -1.696 -1.104
C 1.894 -1.089 -1.502 0.436
C 2.418 -2.099 -0.491 -0.756
C 1.385 -3.085 0.043 -0.945
C 0.207 -2.416 0.800 1.101
P -1.181 -2.073 -0.445 0.539
S -2.099 -0.390 -0.145 -0.391
C -0.425 -3.313 1.875 -1.750
N 0.099 -3.100 3.269 0.158
C 0.654 -1.712 3.550 0.048
C 2.194 -1.787 3.625 -1.934
C 2.947 -0.523 3.207 2.784
C 2.567 0.726 4.043 -1.644
C 4.462 -0.831 3.411 -1.542
C 0.119 -0.769 2.509 -1.119
O 0.650 -1.155 1.251 0.399
H 0.494 3.990 2.196 -0.348
H -1.240 4.115 2.877 0.350
H -1.510 1.849 1.471 0.271
H 1.205 1.021 0.249 -0.600
H 2.726 1.909 0.327 0.426
H 1.216 1.356 -2.266 0.021
H 2.731 2.196 -2.110 0.514
H 3.428 -0.032 -2.627 0.454
H 3.555 0.090 -0.835 0.379
H 0.964 -0.622 -1.173 -0.468
H 1.680 -1.561 -2.460 0.479
H 3.207 -2.670 -0.984 0.675
H 2.888 -1.596 0.350 -0.150
H 1.006 -3.722 -0.752 -0.328
H 1.905 -3.748 0.743 0.515
H -2.015 -3.203 -0.362 -0.076
H -0.611 -2.115 -1.724 0.101
H -1.509 -3.236 1.865 0.576
H -0.210 -4.344 1.599 0.348
H 0.785 -3.801 3.541 0.480
H -0.686 -3.237 3.903 0.502
H 0.293 -1.390 4.525 0.551
H 2.545 -2.624 3.015 0.777
H 2.473 -2.009 4.656 0.368
H 2.843 -0.321 2.146 -1.355
H 3.470 1.267 4.301 0.560
H 1.992 1.417 3.427 0.353
H 1.997 0.481 4.936 0.181
H 4.601 -1.903 3.557 0.400
H 5.044 -0.574 2.532 0.349
H 4.861 -0.357 4.302 0.460
H -0.973 -0.780 2.455 0.563
H 0.420 0.253 2.699 -0.109
Br 4.034 8.579 2.356 -0.148
C 2.614 7.709 3.360 -0.715
C 2.946 6.270 3.647 -0.332
Br 2.707 5.150 2.069 -0.102
H 1.702 7.825 2.784 0.439
H 2.531 8.269 4.290 0.393
H 2.270 5.862 4.395 0.366
H 3.968 6.133 3.977 0.054
Br -2.762 -5.968 -4.432 -0.134
C -2.756 -6.883 -2.715 -0.716
C -2.475 -5.932 -1.586 -0.160
Br -0.587 -5.448 -1.500 -0.004
H -2.024 -7.682 -2.785 0.434
H -3.750 -7.310 -2.607 0.378
H -2.692 -6.395 -0.628 0.066
H -3.028 -5.000 -1.673 0.343
Br -0.201 7.069 -3.875 -0.161
C -1.687 5.843 -4.149 -0.606
C -1.400 4.483 -3.572 -0.304
Br -0.175 3.473 -4.696 -0.168
H -1.878 5.815 -5.217 0.387
H -2.535 6.297 -3.641 0.391
H -2.308 3.887 -3.528 0.327
H -0.952 4.527 -2.588 0.127
Br -4.316 -5.266 1.489 -0.126
C -5.784 -6.449 0.983 -0.622
C -5.541 -7.863 1.435 -0.548
Br -4.240 -8.774 0.311 -0.128
H -5.897 -6.360 -0.092 0.371
H -6.662 -6.038 1.474 0.388
H -6.455 -8.447 1.350 0.362
H -5.168 -7.920 2.452 0.367
Br -3.609 0.750 -5.714 -0.098
C -2.122 -0.215 -4.923 -0.449
C -2.490 -1.649 -4.643 -0.185
Br -3.626 -1.791 -3.067 -0.115
H -1.832 0.329 -4.028 0.174
H -1.318 -0.166 -5.653 0.397
H -1.600 -2.235 -4.415 0.331
H -3.028 -2.116 -5.460 -0.041
Br 5.052 6.032 6.634 -0.139
C 6.031 7.452 5.720 -0.508
C 7.454 7.540 6.199 -0.630
Br 7.573 8.382 7.947 -0.131
H 5.475 8.370 5.883 0.406
H 6.001 7.195 4.663 0.268
H 8.038 8.170 5.532 0.375
H 7.927 6.568 6.286 0.391
Br -7.141 0.080 -7.150 -0.139
C -6.599 -0.869 -8.758 -0.577
C -6.542 -2.357 -8.540 -0.585
Br -4.960 -2.893 -7.539 -0.096
H -5.645 -0.451 -9.062 0.364
H -7.354 -0.628 -9.503 0.348
H -6.466 -2.878 -9.492 0.333
H -7.399 -2.731 -7.990 0.384
```

***

DFT (ωB97M-V/def2-TZVPD) results for 2 unconnected molecules or ions with the total composition C3H11N3O2.

## Properties
Energy relative to the best compared isomer or geometry (same formula, charge and spin): 295.44 kJ/mol
Largest force on an atom: 3.01 eV Å⁻¹
Electronic energy: -11852.6752 eV
HOMO energy: -8.0 eV
HOMO-LUMO gap: 8.87 eV
SMILES: NC(N)=NO.CCO

The geometry in XYZ format:
```
19
Properties=species:S:1:pos:R:3:mulliken_charge:R:1
C 2.366 -0.552 -0.185 -0.299
C 1.901 0.850 -0.313 -0.706
O 1.479 -1.416 0.730 -0.662
H 1.326 -0.908 1.537 0.298
H 2.324 -1.110 -1.120 0.271
H 3.366 -0.631 0.249 0.275
H 0.693 0.906 -0.174 0.178
H 2.252 1.474 0.510 0.302
H 2.165 1.291 -1.265 0.327
C -1.670 -0.211 0.003 0.400
N -1.177 -1.468 0.075 -0.412
N -2.971 -0.036 -0.367 -0.423
O -1.586 2.036 0.404 -0.504
N -0.911 0.773 0.403 -0.365
H -1.089 2.542 1.060 0.321
H -1.593 -2.155 -0.532 0.193
H -0.156 -1.561 0.344 0.374
H -3.284 0.917 -0.454 0.231
H -3.436 -0.743 -0.906 0.199
```

***

DFT (ωB97M-V/def2-TZVPD) results for a molecular structure, C4H9NO2.

## Properties
Energy relative to the best compared isomer or geometry (same formula, charge and spin): 657.94 kJ/mol
Largest force on an atom: 3.74 eV Å⁻¹
Electronic energy: -9873.2416 eV
HOMO energy: -8.2 eV
HOMO-LUMO gap: 6.81 eV

The geometry in XYZ format:
```
16
Properties=species:S:1:pos:R:3:mulliken_charge:R:1
C 0.051 -0.791 2.495 -0.848
N -0.845 -0.272 1.366 -0.497
C -0.919 -0.241 -2.492 -0.942
C 0.080 0.560 1.043 0.247
C 1.090 0.494 -0.078 0.272
O 1.271 1.719 -0.620 -0.479
O 1.591 -0.476 -0.549 -0.434
H -0.570 -1.556 2.958 0.305
H 0.365 -0.044 3.235 0.313
H 0.941 -1.308 2.111 0.295
H -1.264 0.762 -2.164 0.269
H -1.063 -0.530 -3.533 0.333
H 0.170 -0.197 -2.249 0.194
H -1.312 -0.954 -1.767 0.284
H -0.091 1.584 1.393 0.413
H 0.505 1.251 -1.148 0.276
```